1.
The following is a quantum chemistry calculation of C4H8NO in the gas phase at a distorted geometry, from the OMol25 dataset.

Results
Charge ... 0
Relative energy (zero: lowest compared OMol25 entry of this formula, charge and spin) ... 0.000 eV
HOMO level (spin up / spin down) ... -9.21 / -8.94 eV
Spin multiplicity ... 2
HOMO-LUMO gap (spin up / spin down) ... 10.182 / 8.433 eV

Each atom is followed by the atoms it is bonded to, with distances in Å.
Positions of all 14 atoms, in Å:
1 C 0.282 0.210 1.397  C2 1.497, H7 1.113, H8 1.085, H9 1.107
2 C -0.007 0.025 -0.060  C1 1.497, C3 1.482, C4 1.501, N5 1.488
3 C 0.344 1.150 -0.959  C2 1.482, H10 1.112, H11 1.091, H12 1.109
4 C -0.042 -1.377 -0.593  C2 1.501, N5 1.433, H13 1.071, H14 1.123
5 N -1.257 -0.620 -0.545  C2 1.488, C4 1.433, O6 1.300
6 O -2.076 -0.708 0.461  N5 1.300
7 H 1.380 0.231 1.580  C1 1.113
8 H -0.158 1.120 1.790  C1 1.085
9 H -0.111 -0.648 1.976  C1 1.107
10 H 1.444 1.302 -1.015  C3 1.112
11 H -0.057 0.936 -1.951  C3 1.091
12 H -0.137 2.078 -0.586  C3 1.109
13 H 0.265 -1.472 -1.615  C4 1.071
14 H 0.130 -2.227 0.120  C4 1.123

What are the Löwdin partial charges on each atom? They are as follows, in elementary charge units: -0.035, -0.518, -0.042, -0.047, -0.125, -0.027, 0.100, 0.082, 0.089, 0.093, 0.083, 0.097, 0.106, 0.143



2.
The following is a quantum chemistry calculation of a gas-phase ion, C5H8N (charge +1) at a distorted geometry, from the OMol25 dataset.

Results
Charge ... +1
SMILES ... CC=C=[N+]=CC
Relative energy (zero: lowest compared OMol25 entry of this formula, charge and spin) ... 3.630 eV
HOMO level ... -14.43 eV
Spin multiplicity ... 1
HOMO-LUMO gap ... 8.765 eV

Each atom is followed by the atoms it is bonded to, with distances in Å.
Positions of all 14 atoms, in Å:
1 C 1.762 -1.647 1.862  C2 1.580, H7 1.113, H8 1.119, H9 1.129
2 C 1.770 -0.880 0.480  C1 1.580, C3 1.463, H10 1.059
3 C 0.466 -0.362 0.066  C2 1.463, N4 1.262
4 N -0.642 0.176 -0.203  C3 1.262, C5 1.236
5 C -1.697 0.712 -0.560  N4 1.236, C6 1.570, H11 1.168
6 C -1.670 1.683 -1.794  C5 1.570, H12 1.115, H13 1.123, H14 1.085
7 H 2.056 -2.714 1.745  C1 1.113
8 H 0.712 -1.607 2.245  C1 1.119
9 H 2.380 -1.173 2.679  C1 1.129
10 H 2.508 -0.765 -0.272  C2 1.059
11 H -2.686 0.710 0.061  C5 1.168
12 H -0.853 2.442 -1.780  C6 1.115
13 H -1.577 1.080 -2.736  C6 1.123
14 H -2.529 2.345 -1.793  C6 1.085

What are the Löwdin partial charges on each atom? They are as follows, in elementary charge units: -0.062, 0.043, 0.119, 0.113, -0.044, -0.018, 0.095, 0.085, 0.105, 0.094, 0.189, 0.100, 0.108, 0.073



3.
The following is a quantum chemistry calculation of 7 unconnected molecules or ions with the total composition C32H84N6O10 at a distorted geometry, from the OMol25 dataset.

Results
Charge ... -1
Relative energy (zero: lowest compared OMol25 entry of this formula, charge and spin) ... 1.417 eV
HOMO level (spin up / spin down) ... 0.71 / -6.45 eV
Spin multiplicity ... 2
HOMO-LUMO gap (spin up / spin down) ... 1.711 / 8.812 eV

Each atom is followed by the atoms it is bonded to, with distances in Å.
Positions of all 132 atoms, in Å:
1 C -0.387 -0.075 -0.322  C2 1.543, H4 1.090, H5 1.090, H6 1.090
2 C 0.546 1.147 -0.205  C1 1.543, O3 1.463, H7 1.090, H8 1.090
3 O 1.194 1.470 -1.477  C2 1.463, H9 0.960
4 H -0.850 -0.421 0.602  C1 1.090
5 H 0.062 -0.947 -0.799  C1 1.090
6 H -1.248 0.139 -0.956  C1 1.090
7 H 1.454 1.017 0.385  C2 1.090
8 H -0.067 2.023 0.006  C2 1.090
9 H 1.757 0.735 -1.731  O3 0.960
10 C 0.798 2.710 -5.237  O11 1.425, H19 1.090, H20 1.090, H21 1.090
11 O -0.453 3.362 -5.036  C10 1.425, C12 1.416
12 C -0.656 3.273 -3.637  O11 1.416, C13 1.507, H22 1.090, H23 1.090
13 C -1.993 3.834 -3.226  C12 1.507, N14 1.479, H24 1.090, H25 1.090
14 N -3.091 3.420 -4.126  C13 1.479, C15 1.421, H26 1.010
15 C -3.576 2.088 -4.026  N14 1.421, C16 1.611, H27 1.090, H28 1.090
16 C -4.240 1.747 -2.598  C15 1.611, O17 1.457, H29 1.090, H30 1.090
17 O -3.265 1.340 -1.595  C16 1.457, C18 1.403
18 C -3.553 1.779 -0.294  O17 1.403, H31 1.090, H32 1.090, H33 1.090
19 H 1.715 3.115 -4.809  C10 1.090
20 H 1.178 2.630 -6.256  C10 1.090
21 H 0.752 1.705 -4.818  C10 1.090
22 H 0.041 3.954 -3.150  C12 1.090
23 H -0.492 2.284 -3.208  C12 1.090
24 H -1.848 4.914 -3.258  C13 1.090
25 H -2.283 3.725 -2.181  C13 1.090
26 H -2.610 3.378 -5.014  N14 1.010
27 H -2.776 1.391 -4.277  C15 1.090
28 H -4.255 1.978 -4.872  C15 1.090
29 H -5.019 0.985 -2.587  C16 1.090
30 H -4.663 2.730 -2.391  C16 1.090
31 H -3.397 2.840 -0.100  C18 1.090
32 H -2.907 1.244 0.402  C18 1.090
33 H -4.551 1.375 -0.123  C18 1.090
34 C 8.966 -2.674 0.985  O35 1.430, H43 1.090, H44 1.090, H45 1.090
35 O 7.561 -2.785 0.742  C34 1.430, C36 1.414
36 C 6.684 -1.683 0.857  O35 1.414, C37 1.590, H46 1.090, H47 1.090
37 C 6.983 -0.744 -0.391  C36 1.590, N38 1.472, H48 1.090, H49 1.090
38 N 6.182 0.481 -0.539  C37 1.472, C39 1.416, H50 1.010
39 C 4.903 0.088 -1.003  N38 1.416, C40 1.548, H51 1.090, H52 1.090
40 C 4.746 -0.226 -2.511  C39 1.548, O41 1.454, H53 1.090, H54 1.090
41 O 3.349 -0.517 -2.787  C40 1.454, C42 1.448
42 C 2.887 0.043 -4.040  O41 1.448, H55 1.090, H56 1.090, H57 1.090
43 H 9.543 -3.594 0.888  C34 1.090
44 H 9.182 -2.329 1.996  C34 1.090
45 H 9.308 -1.943 0.251  C34 1.090
46 H 6.860 -0.999 1.687  C36 1.090
47 H 5.646 -1.977 1.012  C36 1.090
48 H 7.098 -1.405 -1.250  C37 1.090
49 H 8.010 -0.469 -0.151  C37 1.090
50 H 6.056 1.006 0.315  N38 1.010
51 H 4.240 0.918 -0.759  C39 1.090
52 H 4.388 -0.627 -0.361  C39 1.090
53 H 5.353 -1.092 -2.777  C40 1.090
54 H 5.188 0.492 -3.203  C40 1.090
55 H 1.920 -0.387 -4.302  C42 1.090
56 H 3.592 -0.013 -4.869  C42 1.090
57 H 2.887 1.116 -3.845  C42 1.090
58 C -4.856 -0.311 6.832  O59 1.455, H67 1.090, H68 1.090, H69 1.090
59 O -4.048 0.867 6.554  C58 1.455, C60 1.431
60 C -3.851 1.869 7.556  O59 1.431, C61 1.571, H70 1.090, H71 1.090
61 C -2.906 3.057 7.150  C60 1.571, N62 1.472, H72 1.090, H73 1.090
62 N -3.442 3.851 6.032  C61 1.472, C63 1.428, H74 1.010
63 C -2.465 4.637 5.347  N62 1.428, C64 1.562, H75 1.090, H76 1.090
64 C -1.849 3.998 4.062  C63 1.562, O65 1.435, H77 1.090, H78 1.090
65 O -2.187 2.605 4.013  C64 1.435, C66 1.396
66 C -1.297 1.843 3.253  O65 1.396, H79 1.090, H80 1.090, H81 1.090
67 H -5.810 0.004 7.256  C58 1.090
68 H -4.360 -0.984 7.532  C58 1.090
69 H -5.332 -0.839 6.006  C58 1.090
70 H -3.597 1.414 8.514  C60 1.090
71 H -4.834 2.303 7.736  C60 1.090
72 H -1.865 2.736 7.117  C61 1.090
73 H -2.771 3.737 7.991  C61 1.090
74 H -3.875 3.262 5.335  N62 1.010
75 H -1.670 4.909 6.041  C63 1.090
76 H -2.889 5.627 5.180  C63 1.090
77 H -0.768 4.122 4.131  C64 1.090
78 H -2.239 4.462 3.156  C64 1.090
79 H -2.088 1.433 2.624  C66 1.090
80 H -0.902 0.967 3.767  C66 1.090
81 H -0.597 2.398 2.629  C66 1.090
82 C -3.108 -6.132 -3.734  C83 1.547, H88 1.090, H89 1.090, H90 1.090
83 C -1.634 -6.362 -4.143  C82 1.547, C84 1.518, N87 1.465, H91 1.090
84 C -0.625 -5.274 -3.823  C83 1.518, O85 1.442, H92 1.090, H93 1.090
85 O -1.185 -4.006 -4.219  C84 1.442, C86 1.492
86 C -0.463 -2.814 -3.688  O85 1.492, H94 1.090, H95 1.090, H96 1.090
87 N -1.200 -7.655 -3.610  C83 1.465, H97 1.010, H98 1.010
88 H -3.401 -5.093 -3.882  C82 1.090
89 H -3.112 -6.377 -2.672  C82 1.090
90 H -3.882 -6.721 -4.227  C82 1.090
91 H -1.514 -6.461 -5.222  C83 1.090
92 H 0.247 -5.407 -4.463  C84 1.090
93 H -0.064 -5.203 -2.891  C84 1.090
94 H -0.536 -2.557 -2.631  C86 1.090
95 H -0.781 -1.841 -4.062  C86 1.090
96 H 0.578 -2.908 -3.997  C86 1.090
97 H -1.405 -7.531 -2.629  N87 1.010
98 H -0.198 -7.677 -3.488  N87 1.010
99 C 4.057 3.189 1.833  C100 1.500, H105 1.090, H106 1.090, H107 1.090
100 C 4.853 2.316 2.758  C99 1.500, C101 1.549, N104 1.449, H108 1.090
101 C 4.145 1.013 3.205  C100 1.549, O102 1.442, H109 1.090, H110 1.090
102 O 2.832 1.273 3.743  C101 1.442, C103 1.404
103 C 2.285 0.031 4.101  O102 1.404, H111 1.090, H112 1.090, H113 1.090
104 N 6.154 2.100 2.160  C100 1.449, H114 1.010, H115 1.010
105 H 3.171 3.539 2.362  C99 1.090
106 H 3.718 2.510 1.051  C99 1.090
107 H 4.686 3.998 1.461  C99 1.090
108 H 5.035 2.904 3.658  C100 1.090
109 H 4.759 0.482 3.934  C101 1.090
110 H 4.039 0.364 2.336  C101 1.090
111 H 3.058 -0.617 4.517  C103 1.090
112 H 2.005 -0.621 3.274  C103 1.090
113 H 1.588 0.154 4.930  C103 1.090
114 H 6.519 2.981 1.826  N104 1.010
115 H 6.843 1.712 2.788  N104 1.010
116 C -4.254 -2.453 -3.377  C117 1.577, H122 1.090, H123 1.090, H124 1.090
117 C -4.507 -2.960 -1.906  C116 1.577, C118 1.628, N121 1.435, H125 1.090
118 C -3.504 -2.256 -0.834  C117 1.628, O119 1.458, H126 1.090, H127 1.090
119 O -3.813 -2.871 0.452  C118 1.458, C120 1.431
120 C -3.239 -2.270 1.617  O119 1.431, H128 1.090, H129 1.090, H130 1.090
121 N -5.875 -2.633 -1.620  C117 1.435, H131 1.010, H132 1.010
122 H -3.445 -3.104 -3.709  C116 1.090
123 H -3.817 -1.461 -3.270  C116 1.090
124 H -5.120 -2.550 -4.033  C116 1.090
125 H -4.410 -4.034 -1.744  C117 1.090
126 H -3.669 -1.179 -0.800  C118 1.090
127 H -2.476 -2.459 -1.136  C118 1.090
128 H -3.426 -1.199 1.545  C120 1.090
129 H -2.163 -2.401 1.733  C120 1.090
130 H -3.702 -2.899 2.378  C120 1.090
131 H -6.538 -3.255 -2.060  N121 1.010
132 H -5.863 -2.857 -0.635  N121 1.010

Here are the Löwdin charges for atoms 1 to 99, given in e: -0.095, -0.244, -0.124, 0.053, 0.049, 0.046, 0.096, 0.100, 0.034, -0.126, -0.154, -0.251, -0.181, -0.075, -0.210, -0.142, -0.253, -0.129, 0.082, 0.085, 0.064, 0.124, 0.105, 0.107, 0.107, 0.086, 0.105, 0.113, 0.111, 0.110, 0.085, 0.053, 0.091, -0.117, -0.217, -0.224, -0.196, -0.046, -0.258, -0.182, -0.231, -0.109, 0.080, 0.077, 0.067, 0.096, 0.093, 0.113, 0.088, 0.052, 0.102, 0.102, 0.105, 0.115, 0.081, 0.081, 0.073, -0.110, -0.216, -0.206, -0.194, -0.069, -0.222, -0.183, -0.212, -0.107, 0.068, 0.079, 0.076, 0.109, 0.107, 0.105, 0.104, 0.099, 0.104, 0.100, 0.109, 0.110, 0.070, 0.078, 0.084, -0.034, -0.429, -0.221, -0.214, -0.073, 0.024, 0.044, 0.073, 0.076, 0.130, 0.111, 0.111, 0.058, 0.073, 0.075, 0.054, 0.059, -0.064